No. 1
77
Properties=species:S:1:pos:R:3 method="wB97M-V/def2-TZVPD" total_charge=0 gap_ev="9.138 / 9.093" multiplicity=3 e_lumo_ev="0.6 / -0.1" s2=2.0089
H 3.524 -0.137 -2.038
C 6.989 -0.825 -4.594
H -5.796 -0.198 0.011
H -5.371 2.110 0.684
O -4.183 0.505 2.260
H 0.511 2.539 0.899
C 2.006 0.286 -0.518
H 1.106 0.583 -2.478
H -6.682 -2.423 0.199
H -4.067 -2.676 4.296
C 0.312 0.381 1.378
H -1.275 0.469 -1.731
C -6.684 -1.807 1.103
C -5.329 -1.258 3.200
H 6.489 -0.474 -6.506
C 0.419 1.876 1.759
C 0.839 0.126 -1.519
H -7.627 0.822 3.776
C -0.102 -0.303 2.706
H 11.187 0.188 -3.240
C -0.827 0.196 0.356
H -0.419 1.818 -1.019
H 9.896 1.155 -2.383
H 9.791 1.539 -4.917
H -7.442 -1.557 3.813
C -0.475 0.725 -1.029
C -5.490 -2.180 1.974
H 1.755 2.458 -0.883
H 2.815 2.077 0.485
O 7.156 1.490 -3.732
C 9.430 0.501 -4.561
C -6.234 2.050 1.353
H 1.272 2.052 2.421
C 6.235 -0.606 -3.176
H 2.974 -1.580 -1.221
H -1.735 0.696 0.709
H -6.309 -2.590 4.635
H -0.333 -1.363 2.579
H -7.622 -2.032 1.620
H -6.095 2.774 2.161
C -6.437 -1.582 4.231
C 7.836 0.540 -4.628
H 9.679 -0.723 -2.682
C 2.507 1.756 -0.513
H 7.661 1.068 -5.643
H -0.477 2.206 2.292
C -6.628 -0.334 0.712
H 4.068 -0.459 -0.388
N -5.366 0.191 2.842
H -3.856 -1.001 4.807
C 5.855 0.940 -3.431
H 0.673 -0.938 -1.728
C -6.461 0.622 1.914
H -7.535 -0.077 0.155
O 6.019 -0.698 -5.672
H 5.381 -1.334 -2.929
C -4.021 -1.644 3.938
H -1.082 -0.867 0.269
H -1.003 0.161 3.118
O 4.759 1.511 -3.420
H 0.688 -0.212 3.458
O 1.603 -1.474 0.919
H 9.862 -0.257 -5.300
C 3.210 -0.523 -1.063
H 3.387 1.892 -1.148
H -8.368 1.617 2.419
Cl 7.839 -2.429 -4.834
H -6.399 -0.889 5.077
H -5.595 -3.221 2.296
H -4.584 -2.144 1.357
H -7.097 2.372 0.761
C -7.795 0.729 2.701
N 1.627 -0.118 0.874
H 6.995 -0.655 -2.314
H -3.142 -1.581 3.293
C 10.044 0.275 -3.098
H -8.455 -0.124 2.529

***

No. 2
80
Properties=species:S:1:pos:R:3 method="wB97M-V/def2-TZVPD" total_charge=0 gap_ev=6.477 relative_energy_ev=0.879 e_lumo_ev=-0.3
C -0.119 -1.336 3.571
N -1.981 -2.410 0.093
C 1.015 -1.592 -2.475
C 1.393 -1.588 3.496
C -1.181 -2.287 -2.128
C -1.500 -2.073 -3.467
H 2.807 2.131 1.056
N -0.812 -2.106 2.539
H 2.648 4.243 -3.325
C 0.770 -1.343 -3.821
H -1.630 5.190 1.887
H 1.551 -2.674 3.569
H -2.608 -2.797 3.393
N 2.370 -1.431 -0.536
H 3.838 -0.285 0.386
H 3.990 4.623 -2.244
C -3.286 1.536 1.961
H 3.789 -0.100 -2.707
H -4.026 -3.851 -0.976
C 3.526 -1.332 0.333
C 3.154 -1.805 1.748
H 4.179 2.213 -0.066
H -0.816 3.726 2.457
H 3.472 -1.552 -3.663
H -0.468 -1.659 4.553
H -2.489 -2.282 -3.851
C 2.364 -1.408 -1.803
C -2.130 -2.854 -1.087
C -2.666 -2.990 1.243
C 3.335 2.772 0.345
H 1.541 -0.980 -4.486
H -2.398 1.046 2.372
N 0.038 -2.015 -1.686
C -4.352 4.084 0.593
H -3.762 0.839 1.268
C -3.071 -3.945 -1.494
H 4.377 -1.916 -0.033
H -2.378 -4.044 1.331
H -3.249 -3.960 -2.568
H -2.771 -1.254 2.542
C 3.262 3.853 -2.510
H 4.455 -1.648 -2.201
H -1.367 3.632 -0.834
H -0.737 -1.383 -5.344
H -4.965 3.493 -0.091
C 1.190 4.837 -0.482
C -0.551 -6.431 0.082
Te -0.254 1.354 0.034
H -4.076 5.009 0.082
C -1.826 2.729 -0.425
H 1.863 -1.138 4.375
H 0.552 4.578 0.365
H -2.293 4.282 3.247
H 1.630 1.074 -1.827
C -1.791 4.185 2.282
H 0.554 5.197 -1.295
N 0.268 -5.706 0.499
H -2.642 -4.919 -1.218
C 1.070 1.967 -1.543
H 0.432 2.224 -2.390
H -2.457 2.282 -1.193
K 0.657 -3.149 0.574
H -0.648 -1.627 1.662
C -2.268 -2.231 2.524
Si 2.211 3.369 -1.031
H 4.026 -1.667 2.394
H -0.322 -0.257 3.496
C -0.513 -1.577 -4.303
S -1.737 -7.392 -0.521
H 2.975 -2.898 1.750
C 3.584 -1.173 -2.650
H 3.816 2.992 -2.892
H -4.972 4.351 1.452
H 1.834 5.663 -0.174
H 3.746 3.614 0.905
H -3.974 1.712 2.791
Si -2.821 3.143 1.118
H -3.755 -2.945 1.131
H 1.349 -0.887 1.556
N 2.031 -1.050 2.284

***

No. 3
76
Properties=species:S:1:pos:R:3 method="wB97M-V/def2-TZVPD" total_charge=+2 gap_ev="7.435 / 3.760" multiplicity=5 relative_energy_ev=1.865 e_lumo_ev="-5.8 / -9.7" s2=6.0252
C 0.796 0.780 -1.971
C 0.723 -1.383 -3.362
C -1.746 2.866 0.403
C -2.901 -0.729 -0.070
C -2.179 1.449 0.436
C 2.734 3.430 0.664
H -4.780 1.533 -1.107
H 0.105 -4.587 1.380
H 0.728 -1.436 -4.461
H -2.641 -0.667 -3.548
H -1.953 0.940 -5.162
C 1.416 -2.391 1.963
H 0.988 3.295 3.275
H 0.638 1.935 -4.569
H -1.917 -1.500 3.165
H -2.011 -2.698 1.881
C -0.703 -1.306 -2.812
H 2.967 2.996 -0.317
C -1.286 1.031 2.823
P 2.527 2.100 1.875
H 1.346 -1.306 2.077
H 3.648 -2.512 -0.416
O 0.058 -1.388 5.204
C -1.099 0.547 -4.586
H -0.641 2.945 0.370
C -2.467 -1.780 2.259
H -0.741 1.968 2.719
H -0.554 0.287 3.155
H -2.842 -2.858 -0.369
H 1.964 0.349 -3.794
H -0.484 0.005 -5.324
H -2.135 3.362 -0.488
H 0.576 -2.877 2.470
C 1.562 -0.166 -2.910
C -0.328 1.815 -4.043
N 0.571 -0.283 4.938
H 2.945 -3.885 -1.312
C -0.113 1.770 -2.551
C 2.986 -3.377 -0.341
O 1.548 1.075 1.368
H -0.230 2.707 -2.021
H 2.686 3.698 3.675
H 4.490 0.802 1.363
H 2.451 -0.529 -2.367
H 3.351 -4.063 0.423
H 1.340 -5.261 0.296
H -3.403 2.221 -1.999
H 1.968 2.141 4.226
H -2.069 3.438 1.287
C -2.902 0.671 -0.596
C -1.594 -0.375 -3.493
H -0.187 -4.668 -0.377
C -3.378 -1.965 -0.726
C -3.827 1.290 -1.595
H -3.203 -1.913 -1.806
H 4.872 2.178 2.444
Os -1.087 0.308 -1.703
C -2.439 -0.676 1.261
H -3.489 -2.019 2.566
H 1.213 -2.316 -3.048
H -4.040 0.601 -2.421
H 1.347 1.086 -1.073
H 1.801 4.009 0.603
H 4.062 0.726 3.104
C -1.941 0.624 1.549
H -1.100 -2.268 -2.457
C 1.996 2.885 3.416
C 0.562 -4.509 0.399
H -0.917 2.708 -4.335
C 4.148 1.383 2.229
H 3.554 4.091 0.971
H -4.446 -2.157 -0.552
O 1.435 0.272 5.618
P 1.328 -2.873 0.197
H -2.015 1.128 3.639
H 2.354 -2.724 2.393